Version P
The following is a DFT calculation (the ωB97M-V functional and the def2-TZVPD basis) of an isolated molecule of C3H5NO3.

Values from the calculation:
LUMO: 0.0145 Ha
Kohn-Sham gap: 9.2 eV

Geometry as XYZ:
```
12
Properties=species:S:1:pos:R:3:lowdin_charge:R:1
C 0.9371 0.5761 0.6623 -0.105
C -0.0319 0.0123 -0.0744 -0.247
C -1.0059 0.8844 -0.7737 -0.508
N -0.2779 -1.3786 -0.1395 0.083
O -0.8384 2.0598 -0.9664 0.105
O -2.1141 0.2449 -1.1791 0.114
O 1.8426 -0.1673 1.3548 0.030
H 0.9895 1.6527 0.7261 0.133
H 0.3646 -1.8747 0.4665 0.089
H -0.1999 -1.7437 -1.0830 0.103
H -2.0950 -0.6709 -0.8517 0.096
H 2.4294 0.4049 1.8579 0.107
```


Version Q
The following is a DFT calculation (the ωB97M-V functional and the def2-TZVPD basis) of an isolated molecule of C3H5NO3.

Values from the calculation:
LUMO: 0.0257 Ha
Kohn-Sham gap: 10.9 eV

Geometry as XYZ:
```
12
Properties=species:S:1:pos:R:3:lowdin_charge:R:1
N -0.4479 -1.2695 0.1788 0.138
C -0.7990 -0.0080 0.6372 -0.515
O -1.9244 0.3147 0.9176 0.105
C 0.4236 0.9369 0.6718 -0.065
O 1.2992 0.4955 -0.3784 -0.045
C 0.5765 0.1592 -1.4774 -0.359
O -0.5060 0.6113 -1.7408 0.082
H -1.0762 -1.7788 -0.4183 0.122
H 0.4405 -1.6809 0.3988 0.112
H 0.1151 1.9742 0.5148 0.138
H 0.9613 0.8554 1.6254 0.137
H 1.1200 -0.5682 -2.0958 0.151
```


Which structure is the most stable? The one labeled version P.


Version P
The following is a DFT calculation (the ωB97M-V functional and the def2-TZVPD basis) of C3H5NO3 as an isolated structure.

Values from the calculation:
LUMO: -0.1973 Ha
Kohn-Sham gap: 4.6 eV

Geometry as XYZ:
```
12
Properties=species:S:1:pos:R:3:lowdin_charge:R:1
O 0.1144 -1.9676 0.2657 -0.037
C 0.4565 -0.7590 -0.3074 -0.284
C -0.0728 0.4454 0.4159 0.093
N -0.6509 -0.4025 2.0921 0.340
C -1.1771 0.4382 1.2957 -0.601
O 0.9606 0.9480 -2.0973 -0.152
O -2.2973 1.0565 1.2406 0.068
H 0.0154 -0.7065 -1.3715 0.198
H 0.3826 1.4395 -0.0166 0.180
H 1.5167 -0.5853 -0.4849 0.170
H -0.5789 -1.3805 1.6881 0.112
H 1.3308 1.4739 -2.7205 -0.088
```


Version Q
The following is a DFT calculation (the ωB97M-V functional and the def2-TZVPD basis) of an isolated molecule of C3H5NO3.

Values from the calculation:
LUMO: 0.0039 Ha
Kohn-Sham gap: 10.3 eV

Geometry as XYZ:
```
12
Properties=species:S:1:pos:R:3:lowdin_charge:R:1
C -0.2419 -1.5577 0.6784 -0.075
C -0.2071 -0.2162 0.2068 -0.296
C 0.9730 0.7148 -0.1400 -0.350
H -0.9655 -2.3735 0.1652 0.135
H -0.7151 -1.4476 1.7225 0.125
H 0.7006 -2.2169 0.6674 0.107
H -3.1963 0.1827 -0.0012 0.202
H 3.0422 0.0470 -0.2070 0.123
N -1.2614 0.5238 -0.1142 0.109
O -2.3298 -0.5413 -0.1441 -0.184
O 2.0957 -0.2741 -0.2061 -0.028
O 1.0867 1.8776 -0.4021 0.132
```


Version R
The following is a DFT calculation (the ωB97M-V functional and the def2-TZVPD basis) of an isolated molecule of C3H5NO3.

Values from the calculation:
LUMO: 0.0254 Ha
Kohn-Sham gap: 10.3 eV

Geometry as XYZ:
```
12
Properties=species:S:1:pos:R:3:lowdin_charge:R:1
C -0.6427 0.3954 -0.0351 -0.307
C 0.6574 1.2327 0.0328 -0.061
C 1.1624 -1.0033 0.0464 -0.197
H -2.1987 -1.1294 -0.1603 0.055
H 0.6037 2.0281 -0.7765 0.151
H 0.7040 1.7288 1.0107 0.128
H 1.3586 -1.3414 1.0513 0.136
H 1.5023 -1.6580 -0.7431 0.141
N -1.8680 0.7755 -0.0783 0.076
O -2.7435 -0.3570 -0.0435 -0.048
O 1.6992 0.2547 -0.2157 -0.068
O -0.2348 -0.9261 -0.0886 -0.005
```


Which structure is the most stable? The one labeled version R.


Version P
The following is a DFT calculation (the ωB97M-V functional and the def2-TZVPD basis) of a 4-piece molecular cluster, C3H5NO3 overall.

Values from the calculation:
LUMO: -0.0060 Ha
Kohn-Sham gap: 9.4 eV

Geometry as XYZ:
```
12
Properties=species:S:1:pos:R:3:lowdin_charge:R:1
C -1.4028 -1.2620 0.5175 0.033
C -1.7979 -0.0596 0.2145 -0.304
C -0.0863 0.5632 -1.4112 -0.499
N 0.3422 1.2528 -0.5606 0.181
O -0.5973 0.0619 -2.3025 0.186
O 2.3192 0.2102 0.5233 -0.265
O -2.2541 1.0311 0.0817 0.148
H -1.8815 -2.0996 0.9598 0.062
H -0.3045 -1.3527 0.5461 0.075
H 3.3019 1.0348 0.1553 0.282
H -0.0088 1.3202 0.3717 0.086
H 2.3699 -0.7003 0.9043 0.016
```


Version Q
The following is a DFT calculation (the ωB97M-V functional and the def2-TZVPD basis) of a 2-piece molecular cluster, C3H5NO3 overall.

Values from the calculation:
LUMO: 0.0209 Ha
Kohn-Sham gap: 10.9 eV

Geometry as XYZ:
```
12
Properties=species:S:1:pos:R:3:lowdin_charge:R:1
C 1.8007 -1.9230 0.7051 0.018
C 1.0160 -1.3236 -0.1580 -0.097
C 0.2486 -0.6783 -1.0747 -0.017
N -1.3807 2.2618 0.5385 -0.487
O -1.5787 1.5235 -0.6180 0.028
O -1.5209 3.4204 0.3873 0.142
O -0.9686 1.6507 1.4684 0.113
H 1.4258 -2.1506 1.6628 0.050
H 2.6822 -2.4532 0.5587 0.041
H -0.5261 -1.2297 -1.5132 0.041
H -1.3338 0.5197 -0.6328 0.110
H 0.1355 0.3821 -1.3243 0.057
```


Which structure is the most stable? The one labeled version P.


Version P
The following is a DFT calculation (the ωB97M-V functional and the def2-TZVPD basis) of an isolated molecule of C3H5NO3.

Values from the calculation:
LUMO: 0.0288 Ha
Kohn-Sham gap: 10.6 eV

Geometry as XYZ:
```
12
Properties=species:S:1:pos:R:3:lowdin_charge:R:1
C 0.8484 -0.3507 -1.8551 -0.062
C -1.1819 1.1792 0.7578 -0.087
C 0.2965 -0.5707 0.5530 -0.500
H 0.3853 -0.8286 -2.7525 0.068
H 1.0288 0.9180 -2.1438 0.166
H 1.9288 -0.9288 -1.4340 0.171
H -2.3635 0.9184 0.8866 0.164
H -1.0180 2.2390 1.2087 0.152
N -0.1059 -0.3624 -0.7680 -0.073
O -0.8023 0.9665 -0.6571 -0.107
O -0.3407 0.1878 1.4834 0.046
O 1.2682 -1.3202 0.7834 0.061
```


Version Q
The following is a DFT calculation (the ωB97M-V functional and the def2-TZVPD basis) of an isolated molecule of C3H5NO3.

Values from the calculation:
LUMO: 0.0277 Ha
Kohn-Sham gap: 9.7 eV

Geometry as XYZ:
```
12
Properties=species:S:1:pos:R:3:lowdin_charge:R:1
C -0.3820 -0.4352 0.1324 -0.310
C 0.8126 0.1248 -0.6108 -0.064
C 0.8982 1.5008 0.1076 -0.163
N -1.0491 0.4501 0.7373 0.114
O -0.3888 1.6421 0.6928 -0.131
O -1.9609 -2.0561 0.5228 -0.014
O -0.8008 -1.7511 -0.1877 -0.059
H 1.6663 -0.6525 -0.7913 0.159
H 0.5439 0.3523 -1.5769 0.077
H 1.6637 1.4227 0.9972 0.146
H 1.0431 2.4356 -0.4409 0.120
H -2.0463 -3.0333 0.4176 0.127
```


Which structure is the most stable? The one labeled version P.


Version P
The following is a DFT calculation (the ωB97M-V functional and the def2-TZVPD basis) of C3H5NO3 as an isolated structure.

Values from the calculation:
LUMO: -0.0319 Ha
Kohn-Sham gap: 9.8 eV

Geometry as XYZ:
```
12
Properties=species:S:1:pos:R:3:lowdin_charge:R:1
C 0.3256 -1.5239 0.0069 -0.385
C -1.8848 -0.3650 -0.1831 -0.303
C 1.2526 1.4268 0.2127 -0.065
N -0.5318 -0.5261 0.0750 0.094
O 1.4675 -1.5612 0.3164 0.085
O -2.6138 0.5358 0.1189 0.094
O -0.0032 0.9641 0.8916 -0.094
H -0.0616 -2.3577 -0.6321 0.156
H -2.2127 -1.2743 -0.7741 0.151
H 2.1356 0.9130 0.4782 0.049
H 1.1597 2.5774 0.3427 0.124
H 0.9668 1.1909 -0.8532 0.094
```


Version Q
The following is a DFT calculation (the ωB97M-V functional and the def2-TZVPD basis) of C3H5NO3 as an isolated structure.

Values from the calculation:
LUMO: 0.0110 Ha
Kohn-Sham gap: 10.3 eV

Geometry as XYZ:
```
12
Properties=species:S:1:pos:R:3:lowdin_charge:R:1
C 1.6102 0.6692 -0.6936 -0.012
C 0.5085 0.6237 0.3029 -0.439
C -1.5061 -0.4962 1.1220 -0.260
H 0.9676 0.1571 -1.7719 0.183
H 2.5119 -0.0639 -0.5876 0.111
H 1.8986 1.8018 -0.8294 0.119
H -1.1886 -1.7061 -1.0612 0.132
H -1.6768 0.3577 1.8816 0.172
N -0.4944 -0.3965 0.2843 -0.059
O 0.2531 1.4779 1.1546 0.058
O -0.5107 -1.0074 -0.9690 0.000
O -2.3732 -1.4174 1.1673 -0.007
```


Which structure is the most stable? The one labeled version Q.


Version P
The following is a DFT calculation (the ωB97M-V functional and the def2-TZVPD basis) of an isolated molecule of C3H5NO3.

Values from the calculation:
LUMO: 0.0290 Ha
Kohn-Sham gap: 10.9 eV

Geometry as XYZ:
```
12
Properties=species:S:1:pos:R:3:lowdin_charge:R:1
C -0.9985 -0.7693 -1.1189 -0.046
C -0.6968 -0.0319 0.0939 -0.426
C 0.4564 -0.0644 0.9421 -0.016
N -2.0935 0.1452 1.1949 -0.314
O -3.1103 0.5511 0.7153 0.084
O -1.8366 -0.1338 2.3366 0.050
O -0.8891 0.6557 -1.0436 0.044
H -0.0706 -1.2106 -1.6441 0.145
H -2.0653 -1.1657 -1.4055 0.160
H 1.1905 -0.5476 0.3460 0.080
H 0.2110 -0.8377 1.6733 0.095
H 0.8117 0.9251 1.4316 0.145
```


Version Q
The following is a DFT calculation (the ωB97M-V functional and the def2-TZVPD basis) of a 2-piece molecular cluster, C3H5NO3 overall.

Values from the calculation:
LUMO: 0.0295 Ha
Kohn-Sham gap: 10.5 eV

Geometry as XYZ:
```
12
Properties=species:S:1:pos:R:3:lowdin_charge:R:1
C 1.0767 -1.2580 0.1066 -0.078
N -0.0482 -0.3908 0.3695 -0.013
C -0.0693 1.0115 0.2649 -0.637
C -2.1887 0.1848 -1.3223 -0.024
O 1.1371 1.5185 -0.0758 0.089
O -0.9025 1.7338 0.7930 0.039
O -3.2176 0.0132 -1.0428 0.119
H 1.0456 2.4687 0.1276 0.134
H -0.9239 -0.8002 0.6663 0.121
H 0.8783 -1.8432 -0.7945 0.080
H 1.2112 -1.9405 0.9495 0.084
H 2.0013 -0.6979 -0.0419 0.085
```


Which structure is the most stable? The one labeled version Q.